{"formula": "CH4N2S2", "method": "ωB97M-V/def2-TZVPD", "homo_energy_ev": [-5.6, -8.9], "total_energy_ha": -946.1714, "multiplicity": 3, "lumo_energy_ha": [0.02301, -0.08281], "homo_lumo_gap_ev": [6.240, 6.670], "e_above_lowest_kj_mol": 204.5, "species": ["C", "N", "N", "S", "S", "H", "H", "H", "H"], "positions_angstrom": [[1.203, 0.650, -0.397], [0.093, 0.693, 0.331], [-1.000, -0.485, 0.826], [1.736, 2.031, -1.065], [-0.842, -1.804, -0.222], [1.585, -0.203, -0.818], [-0.194, 1.490, 0.784], [-0.710, -0.836, 1.711], [-1.870, -1.536, -1.150]]}

=====

{"formula": "C13H11I2N2O2Pt", "method": "ωB97M-V/def2-TZVPD", "homo_energy_ev": [-2.9, -2.9], "total_energy_ha": -1476.6176, "charge": -1, "lumo_energy_ha": [0.08697, 0.08697], "homo_lumo_gap_ev": [5.219, 5.222], "species": ["Pt", "I", "C", "C", "C", "I", "C", "O", "C", "C", "N", "C", "C", "C", "C", "C", "C", "N", "C", "H", "H", "H", "H", "H", "H", "H", "H", "H", "H", "H", "O"], "positions_angstrom": [[-1.289, -0.934, -1.594], [3.767, -4.092, 3.037], [2.812, -3.023, 1.512], [3.213, -3.186, 0.197], [2.565, -2.474, -0.794], [3.157, -2.701, -2.777], [1.488, -1.576, -0.552], [0.920, -0.945, -1.507], [1.139, -1.424, 0.831], [0.135, -0.378, 1.219], [-1.226, -0.629, 0.716], [-2.104, 0.521, 0.820], [-1.680, 1.626, -0.123], [-1.778, 2.957, 0.254], [-1.394, 3.947, -0.641], [-0.904, 3.568, -1.878], [-0.827, 2.212, -2.173], [-1.214, 1.267, -1.325], [1.787, -2.140, 1.821], [4.018, -3.862, -0.059], [0.138, -0.269, 2.313], [0.435, 0.582, 0.787], [-1.647, -1.421, 1.181], [-3.096, 0.175, 0.518], [-2.133, 0.942, 1.836], [-2.146, 3.205, 1.241], [-1.464, 4.993, -0.369], [-0.578, 4.299, -2.605], [-0.447, 1.853, -3.121], [1.496, -1.991, 2.855], [-3.142, -1.103, -1.621]]}

=====

{"formula": "C3H5BrS", "method": "ωB97M-V/def2-TZVPD", "homo_energy_ev": -9.2, "total_energy_ha": -3089.4254, "lumo_energy_ha": -0.02402, "homo_lumo_gap_ev": 8.573, "e_above_lowest_kj_mol": 167.1, "species": ["C", "C", "C", "S", "Br", "H", "H", "H", "H", "H"], "positions_angstrom": [[1.198, 0.186, -0.935], [1.181, -0.746, -0.011], [-1.559, 0.498, 0.857], [-1.652, 1.836, 0.066], [-2.776, -0.933, 0.391], [1.853, 1.086, -1.009], [0.441, 0.194, -1.638], [0.364, -1.445, -0.154], [1.900, -1.032, 0.737], [-0.950, 0.356, 1.694]]}

=====

{"formula": "C39H94N10O7", "method": "ωB97M-V/def2-TZVPD", "homo_energy_ev": -8.4, "total_energy_ha": -2616.5996, "smiles": "CCN(CC)CC.CCN(CC)CC.CCN(CC)CC.CN(C)C=O.CN(C)C=O.CN(C)C=O.CN(C)C=O.CN(C)C=O.CN(C)C=O.CN(C)C=O", "lumo_energy_ha": 0.00624, "homo_lumo_gap_ev": 8.578, "e_above_lowest_kj_mol": 114.6, "species": ["C", "C", "N", "C", "C", "C", "C", "H", "H", "H", "H", "H", "H", "H", "H", "H", "H", "H", "H", "H", "H", "H", "C", "C", "N", "C", "C", "C", "C", "H", "H", "H", "H", "H", "H", "H", "H", "H", "H", "H", "H", "H", "H", "H", "C", "C", "N", "C", "C", "C", "C", "H", "H", "H", "H", "H", "H", "H", "H", "H", "H", "H", "H", "H", "H", "H", "C", "N", "C", "C", "O", "H", "H", "H", "H", "H", "H", "H", "C", "N", "C", "C", "O", "H", "H", "H", "H", "H", "H", "H", "C", "N", "C", "C", "O", "H", "H", "H", "H", "H", "H", "H", "C", "N", "C", "C", "O", "H", "H", "H", "H", "H", "H", "H", "C", "N", "C", "C", "O", "H", "H", "H", "H", "H", "H", "H", "C", "N", "C", "C", "O", "H", "H", "H", "H", "H", "H", "H", "C", "N", "C", "C", "O", "H", "H", "H", "H", "H", "H", "H"], "positions_angstrom": [[2.535, 1.219, -2.816], [2.237, 2.196, -1.690], [1.354, 3.298, -2.106], [0.538, 3.833, -1.038], [1.290, 4.537, 0.092], [2.146, 4.298, -2.820], [1.365, 5.425, -3.484], [2.648, 1.720, -3.779], [1.805, 0.425, -2.977], [3.483, 0.719, -2.601], [1.780, 1.651, -0.858], [3.176, 2.645, -1.336], [-0.157, 4.552, -1.478], [-0.110, 3.052, -0.625], [0.642, 4.948, 0.869], [2.003, 3.870, 0.581], [1.829, 5.407, -0.297], [2.680, 3.771, -3.611], [2.900, 4.729, -2.141], [0.673, 5.910, -2.796], [0.815, 5.088, -4.361], [2.097, 6.176, -3.788], [-0.310, -3.704, 0.163], [-0.298, -2.509, -0.788], [-0.665, -1.250, -0.165], [0.404, -0.823, 0.723], [0.095, 0.416, 1.541], [-0.982, -0.249, -1.177], [-2.329, -0.479, -1.847], [0.590, -3.640, 0.784], [-0.226, -4.628, -0.406], [-1.153, -3.705, 0.854], [0.708, -2.413, -1.237], [-0.982, -2.709, -1.617], [0.577, -1.621, 1.448], [1.365, -0.703, 0.182], [0.138, 1.369, 1.012], [-0.892, 0.297, 1.997], [0.812, 0.507, 2.361], [-0.181, -0.246, -1.942], [-0.945, 0.744, -0.729], [-3.119, -0.669, -1.124], [-2.287, -1.250, -2.617], [-2.597, 0.424, -2.405], [-1.669, 6.710, -0.241], [-2.349, 6.771, 1.108], [-2.221, 5.576, 1.937], [-2.757, 5.808, 3.275], [-1.898, 6.715, 4.114], [-2.738, 4.380, 1.316], [-2.396, 3.109, 2.087], [-0.622, 6.421, -0.164], [-1.639, 7.713, -0.675], [-2.178, 6.065, -0.958], [-1.888, 7.587, 1.663], [-3.424, 7.009, 0.991], [-3.777, 6.239, 3.184], [-2.894, 4.846, 3.759], [-2.280, 6.803, 5.132], [-0.877, 6.332, 4.183], [-1.830, 7.715, 3.687], [-2.370, 4.291, 0.293], [-3.845, 4.425, 1.209], [-3.031, 3.018, 2.969], [-1.369, 3.159, 2.461], [-2.517, 2.196, 1.508], [-3.580, -1.840, 1.363], [-4.865, -1.189, 1.130], [-4.979, 0.211, 1.446], [-5.901, -1.854, 0.564], [-6.969, -1.378, 0.254], [-2.821, -1.101, 1.117], [-3.495, -2.669, 0.664], [-3.469, -2.143, 2.401], [-5.994, 0.536, 1.242], [-4.686, 0.390, 2.481], [-4.311, 0.798, 0.802], [-5.694, -2.931, 0.422], [-1.825, 3.347, -3.836], [-1.629, 2.345, -4.851], [-0.429, 1.547, -4.760], [-2.446, 2.230, -5.924], [-2.249, 1.518, -6.887], [-2.119, 2.908, -2.875], [-2.613, 4.041, -4.130], [-0.898, 3.893, -3.666], [-0.433, 0.795, -5.545], [0.445, 2.194, -4.840], [-0.392, 0.997, -3.820], [-3.352, 2.854, -5.822], [-2.330, -6.276, -1.986], [-1.872, -7.431, -1.266], [-2.810, -8.063, -0.375], [-0.572, -7.807, -1.265], [-0.098, -8.635, -0.509], [-1.526, -5.834, -2.573], [-2.704, -5.513, -1.293], [-3.158, -6.526, -2.657], [-2.365, -8.968, 0.028], [-3.094, -7.394, 0.444], [-3.721, -8.353, -0.907], [0.053, -7.268, -1.993], [4.002, 0.664, 2.665], [4.553, 1.125, 1.421], [4.764, 2.545, 1.290], [4.673, 0.297, 0.360], [5.155, 0.610, -0.712], [4.563, 1.053, 3.516], [4.027, -0.426, 2.702], [2.958, 0.981, 2.786], [3.909, 3.080, 1.720], [5.650, 2.871, 1.843], [4.856, 2.841, 0.251], [4.315, -0.726, 0.557], [1.196, -2.726, -4.437], [2.263, -3.601, -3.984], [3.598, -3.298, -4.452], [1.990, -4.727, -3.296], [0.882, -5.054, -2.913], [0.237, -3.212, -4.299], [1.362, -2.485, -5.489], [1.222, -1.784, -3.879], [4.277, -4.075, -4.113], [3.598, -3.220, -5.540], [3.916, -2.337, -4.039], [2.909, -5.274, -3.030], [-0.490, -3.465, 5.159], [-0.757, -2.090, 4.808], [0.363, -1.189, 4.783], [-2.010, -1.664, 4.524], [-2.314, -0.541, 4.180], [0.438, -3.784, 4.687], [-1.279, -4.110, 4.764], [-0.471, -3.616, 6.241], [1.127, -1.513, 4.072], [0.029, -0.195, 4.493], [0.800, -1.088, 5.782], [-2.734, -2.486, 4.672], [3.792, -4.922, 4.041], [4.094, -4.053, 2.934], [5.479, -3.915, 2.532], [3.114, -3.567, 2.141], [3.286, -2.859, 1.167], [4.063, -5.958, 3.811], [2.716, -4.939, 4.214], [4.293, -4.580, 4.945], [5.800, -4.791, 1.958], [5.579, -3.038, 1.901], [6.108, -3.829, 3.417], [2.113, -3.881, 2.484]]}

=====

{"formula": "C6H8N3S", "method": "ωB97M-V/def2-TZVPD", "homo_energy_ev": -13.2, "total_energy_ha": -795.5109, "charge": 1, "lumo_energy_ha": -0.17542, "homo_lumo_gap_ev": 8.384, "e_above_lowest_kj_mol": 307.8, "species": ["C", "C", "C", "C", "C", "C", "N", "N", "N", "S", "H", "H", "H", "H", "H", "H", "H", "H"], "positions_angstrom": [[1.318, 2.143, -0.220], [0.238, 1.773, 0.501], [1.547, -0.028, -0.033], [-2.220, 0.031, -1.291], [-1.518, -0.601, -2.077], [-0.731, -0.427, 1.097], [2.107, 1.006, -0.502], [0.236, 0.358, 0.625], [-0.780, -1.727, 1.233], [2.047, -1.677, -0.397], [1.671, 3.142, -0.546], [-0.474, 2.340, 1.060], [-2.910, 0.157, -0.493], [-0.966, -0.756, -2.953], [-1.580, 0.023, 1.375], [0.102, -2.173, 1.008], [3.359, -1.424, -0.219], [-1.446, -2.161, 1.832]]}

=====

{"formula": "C5H16N2O", "method": "ωB97M-V/def2-TZVPD", "homo_energy_ev": [1.2, -6.0], "total_energy_ha": -384.7717, "multiplicity": 2, "charge": -1, "lumo_energy_ha": [0.13663, 0.13346], "homo_lumo_gap_ev": [2.492, 9.657], "e_above_lowest_kj_mol": 62.7, "species": ["C", "C", "C", "C", "C", "N", "N", "H", "H", "H", "H", "H", "H", "H", "H", "H", "H", "H", "H", "H", "H", "H", "H", "O"], "positions_angstrom": [[0.237, -2.357, -1.499], [0.161, -1.046, -0.706], [-0.198, 0.122, -1.606], [0.788, 1.321, -1.567], [1.061, 1.902, -0.190], [-0.064, 2.054, 0.743], [-1.057, -2.819, -2.004], [0.967, -2.316, -2.314], [0.714, -3.041, -0.786], [1.023, -0.947, -0.041], [-0.600, -1.105, 0.084], [-1.202, 0.542, -1.477], [-0.254, -0.160, -2.661], [1.705, 0.971, -2.059], [0.409, 2.015, -2.328], [1.741, 1.237, 0.340], [1.447, 2.886, -0.386], [-0.447, 2.990, 0.622], [-0.894, 1.493, 0.568], [-1.663, -2.026, -2.112], [-1.380, -3.606, -1.473], [-0.148, 0.763, 4.815], [-0.834, -0.198, 5.814], [-0.623, 0.728, 5.658]]}